# 1
Density functional theory data (the ωB97M-V functional and the def2-TZVPD basis) for a cluster of 14 separate species, C42H84O42 in total.

Geometry as XYZ:
```
168
Properties=species:S:1:pos:R:3:lowdin_charge:R:1
C 2.36034 5.23614 3.30313 -0.02
O 2.91352 4.37836 2.30352 0.01
C 3.46694 3.24404 2.66235 -0.63
O 3.56997 2.81361 3.79401 0.10
O 3.95754 2.60855 1.61407 0.01
C 4.29684 1.22439 1.77626 -0.02
H 3.09653 5.53513 4.04839 0.10
H 1.52409 4.69123 3.73647 0.09
H 2.02919 6.17118 2.85857 0.09
H 4.91826 1.09746 2.65846 0.09
H 4.87996 0.91595 0.90990 0.08
H 3.39986 0.60766 1.75592 0.08
C 4.87745 -2.99511 -0.39098 -0.02
O 6.19573 -2.60900 -0.02448 0.03
C 6.52520 -1.85543 1.01080 -0.61
O 5.77797 -1.52298 1.90139 0.12
O 7.83282 -1.66083 0.98734 0.01
C 8.41592 -1.07979 2.13625 -0.04
H 4.07768 -2.50074 0.16630 0.08
H 4.67597 -4.03598 -0.15001 0.09
H 4.63585 -2.73171 -1.41890 0.09
H 7.91879 -0.19843 2.53535 0.10
H 9.45530 -0.83854 1.92342 0.09
H 8.43600 -1.88287 2.87818 0.10
C -0.67433 4.83635 -0.53913 -0.02
O -0.82062 4.88828 -1.96139 0.03
C -0.49552 3.75964 -2.57569 -0.60
O -0.23799 2.70581 -2.03986 0.12
O -0.63604 3.93135 -3.88088 0.02
C -0.60943 2.81418 -4.73246 -0.04
H -1.09924 5.73620 -0.10460 0.10
H 0.37426 4.76164 -0.25304 0.10
H -1.22517 3.96455 -0.19123 0.06
H 0.25745 2.15931 -4.66113 0.10
H -0.79330 3.17723 -5.74130 0.10
H -1.49472 2.20779 -4.51546 0.08
C -5.82480 7.14443 3.49483 -0.07
O -5.16954 5.92399 3.30501 -0.01
C -4.19179 5.56181 4.15275 -0.58
O -3.87068 6.09570 5.16676 0.16
O -3.68895 4.45904 3.57770 -0.01
C -2.72668 3.62075 4.17569 -0.04
H -5.86113 7.40210 4.56014 0.09
H -6.89260 7.22443 3.28440 0.10
H -5.39536 8.03204 3.02698 0.09
H -2.70187 3.35220 5.23027 0.11
H -1.80132 3.98381 3.71959 0.10
H -2.81072 2.64165 3.69999 0.05
C 3.69074 -5.75273 2.75262 -0.04
O 3.16473 -4.79993 1.83666 -0.01
C 2.51899 -5.21687 0.73913 -0.60
O 1.91398 -4.47929 0.00443 0.13
O 2.59602 -6.54149 0.65855 -0.01
C 1.97502 -7.16044 -0.44828 -0.02
H 3.98368 -5.27358 3.68472 0.10
H 4.57951 -6.21731 2.32658 0.10
H 2.97839 -6.52025 3.05242 0.10
H 0.91566 -6.96320 -0.60093 0.09
H 2.20967 -8.21348 -0.29733 0.10
H 2.44741 -6.91002 -1.40154 0.08
C -4.05782 -4.53713 3.73560 -0.05
O -3.72291 -3.55943 2.76263 0.01
C -4.75615 -2.99880 2.15065 -0.62
O -5.92631 -3.22648 2.33505 0.13
O -4.27881 -2.03557 1.37851 -0.01
C -5.09451 -1.25424 0.52347 -0.02
H -3.15631 -5.10130 3.94943 0.09
H -4.86910 -5.19779 3.42315 0.09
H -4.50503 -4.09085 4.62670 0.10
H -4.51295 -0.54883 -0.06057 0.08
H -5.74770 -0.69407 1.19903 0.09
H -5.73260 -1.88402 -0.09638 0.10
C 2.97244 -4.73069 -3.12155 -0.02
O 3.78129 -4.02985 -4.07415 0.03
C 3.60420 -2.74071 -4.21485 -0.61
O 2.89592 -2.05081 -3.51137 0.10
O 4.26262 -2.27901 -5.27848 0.01
C 4.20851 -0.88640 -5.54957 -0.04
H 3.07195 -4.36916 -2.10171 0.06
H 3.18699 -5.78824 -3.24592 0.10
H 1.94184 -4.57764 -3.44319 0.06
H 4.15171 -0.33673 -4.61198 0.08
H 3.44524 -0.66125 -6.29199 0.10
H 5.15792 -0.58742 -5.99608 0.09
C 0.85522 -2.45506 2.97416 -0.02
O 0.70940 -1.20875 3.64175 -0.03
C -0.53331 -0.72956 3.86583 -0.58
O -1.49321 -1.42894 3.85586 0.15
O -0.48707 0.58989 4.17899 -0.02
C 0.80141 1.19071 4.38546 -0.03
H 1.00183 -3.22115 3.72930 0.10
H 1.58442 -2.33130 2.17408 0.07
H -0.01202 -2.67239 2.34128 0.10
H 0.51992 2.24133 4.48625 0.09
H 1.47854 1.22316 3.53562 0.07
H 1.27874 0.88704 5.31298 0.11
C -4.33845 4.04428 -0.13073 0.00
O -3.95270 5.37845 -0.46415 0.01
C -4.73930 6.42662 -0.52729 -0.61
O -5.92965 6.45175 -0.37415 0.13
O -3.97354 7.48841 -0.85260 0.00
C -4.54783 8.75971 -0.59923 -0.05
H -3.42410 3.46246 -0.02076 0.07
H -4.86829 3.50462 -0.91509 0.11
H -4.84043 3.97960 0.83184 0.07
H -5.07914 9.06061 -1.50281 0.10
H -3.80066 9.50724 -0.34105 0.09
H -5.25191 8.73839 0.23324 0.09
C -7.28759 3.05478 2.53730 -0.01
O -6.72862 2.19198 3.54315 0.03
C -5.52246 1.72981 3.35818 -0.62
O -4.81360 1.96307 2.38058 0.08
O -5.24482 0.88483 4.33150 0.03
C -3.97158 0.26180 4.30930 -0.03
H -8.34450 3.13481 2.76604 0.10
H -7.15791 2.52928 1.58939 0.10
H -6.79405 4.01590 2.40597 0.08
H -3.91624 -0.61862 4.94392 0.10
H -3.23268 0.99819 4.61583 0.07
H -3.72942 -0.12092 3.31709 0.08
C -1.86219 1.10070 1.12058 -0.04
O -1.21646 0.09684 0.37745 -0.03
C 0.13934 0.11108 0.35023 -0.59
O 0.85525 0.82235 0.99286 0.15
O 0.50019 -0.80372 -0.52580 0.02
C 1.88310 -1.11512 -0.52434 -0.04
H -1.61219 1.21178 2.17655 0.08
H -2.94179 0.95784 1.10418 0.08
H -1.63935 2.06333 0.64985 0.08
H 2.18991 -1.93036 -1.16518 0.07
H 2.28027 -1.29864 0.48231 0.07
H 2.45288 -0.18508 -0.63003 0.10
C -5.57325 -1.12227 -5.10246 -0.03
O -4.22136 -1.25832 -4.64727 0.01
C -3.82746 -0.30850 -3.82185 -0.62
O -4.31195 0.78142 -3.65784 0.12
O -2.71121 -0.74374 -3.20139 0.02
C -2.12291 0.18592 -2.32551 -0.05
H -6.30229 -1.01837 -4.30231 0.10
H -5.74241 -2.03973 -5.66214 0.09
H -5.61389 -0.27407 -5.78524 0.10
H -2.80797 0.69229 -1.64489 0.09
H -1.51030 0.90151 -2.86915 0.07
H -1.40199 -0.30927 -1.67237 0.08
C -0.47608 -4.30343 -1.94452 -0.01
O -1.45120 -4.60170 -2.95844 0.03
C -1.02416 -5.15382 -4.07744 -0.60
O 0.11830 -5.24193 -4.48724 0.10
O -2.08576 -5.52639 -4.77343 0.02
C -1.92973 -6.49173 -5.79918 -0.05
H 0.30382 -3.69859 -2.39671 0.09
H -0.11184 -5.24126 -1.52461 0.07
H -0.95549 -3.85262 -1.07910 0.10
H -2.34242 -7.46405 -5.52685 0.09
H -0.88783 -6.68192 -6.05349 0.09
H -2.43585 -6.19425 -6.71526 0.09
C 9.68634 -1.18881 -4.24441 -0.06
O 8.38181 -1.30520 -3.76500 0.04
C 7.78310 -0.25800 -3.26845 -0.61
O 8.20096 0.86792 -3.21634 0.14
O 6.57826 -0.68775 -2.80818 -0.01
C 5.85372 0.33221 -2.12163 -0.05
H 9.78739 -0.96772 -5.31171 0.10
H 10.30184 -2.09103 -4.23787 0.09
H 10.25978 -0.44197 -3.69605 0.10
H 5.75022 1.26990 -2.66886 0.10
H 6.50517 0.69582 -1.31716 0.09
H 4.95142 0.01479 -1.60846 0.08
```

Values from the calculation:
Lowest unoccupied orbital energy (eV): 0.31
HOMO level (Eh): -0.379
Total charge: 0
Kohn-Sham gap (hartree): 0.3903

# 2
Density functional theory data (the ωB97M-V functional and the def2-TZVPD basis) for a cluster of 14 separate species, C42H84O42 in total.

Geometry as XYZ:
```
168
Properties=species:S:1:pos:R:3:lowdin_charge:R:1
C -9.09702 17.04794 16.49691 0.02
O -10.26883 17.77008 16.05829 0.05
C -10.34627 18.96436 16.47228 -0.60
O -9.56710 19.63068 17.19139 0.05
O -11.55931 19.48581 16.06591 -0.02
C -11.70000 20.88638 16.33523 -0.04
H -9.05304 16.14909 15.88293 0.11
H -9.18898 16.87630 17.57341 0.10
H -8.22223 17.68218 16.32716 0.09
H -12.75502 21.08190 16.27669 0.09
H -11.10055 21.46008 15.62004 0.08
H -11.30090 21.14355 17.31898 0.08
C -8.97973 20.72531 22.79094 -0.02
O -8.76586 19.97912 21.59203 -0.02
C -8.04525 18.88233 21.74269 -0.57
O -7.65045 18.42867 22.87259 0.05
O -7.76852 18.37326 20.56319 -0.01
C -6.90488 17.21224 20.58008 0.01
H -9.81044 21.33608 22.50154 0.09
H -8.09262 21.32565 22.94496 0.10
H -9.12647 20.02768 23.60662 0.10
H -6.02315 17.49158 21.15778 0.09
H -6.75515 17.04706 19.52744 0.08
H -7.47463 16.45799 21.08435 0.10
C -11.06105 13.95937 18.66424 0.00
O -11.51056 15.27329 18.23289 0.01
C -11.43873 16.19614 19.15083 -0.62
O -11.07457 16.04247 20.35145 0.06
O -11.94041 17.29627 18.63243 0.02
C -11.96840 18.39721 19.55182 -0.01
H -10.29326 14.12018 19.40091 0.07
H -10.64914 13.45885 17.79647 0.09
H -11.90652 13.45900 19.12919 0.10
H -12.71325 18.23102 20.33941 0.11
H -12.18871 19.27203 18.95046 0.09
H -11.01221 18.56988 20.00463 0.08
C -0.27849 16.21566 17.26135 -0.04
O -0.66685 15.07518 16.54371 0.01
C 0.29649 14.58921 15.74361 -0.61
O 1.41965 15.04777 15.56643 0.10
O -0.27746 13.58203 15.10579 0.00
C 0.69151 12.91545 14.23317 -0.02
H -0.49444 17.08853 16.65526 0.09
H 0.74081 16.03091 17.55492 0.10
H -0.96810 16.30875 18.07814 0.08
H 1.09988 13.60598 13.49164 0.08
H 0.08392 12.11136 13.83103 0.10
H 1.54082 12.51659 14.81381 0.10
C -4.65104 23.43559 21.22076 0.00
O -6.01390 23.02835 21.34060 0.02
C -6.77646 23.01569 20.27106 -0.60
O -6.39215 23.40065 19.12917 0.05
O -7.98252 22.76112 20.61706 0.02
C -8.91378 22.63553 19.54853 -0.01
H -4.46875 23.71037 22.23611 0.09
H -4.61597 24.25122 20.51953 0.09
H -4.16834 22.62753 20.73346 0.07
H -9.83691 22.39785 20.06613 0.10
H -8.61425 21.80597 18.91641 0.09
H -9.03291 23.60397 19.07224 0.09
C -3.29999 15.68666 20.11344 -0.02
O -2.04255 16.14578 20.60277 0.02
C -2.05777 17.14104 21.45635 -0.63
O -1.05849 17.66459 21.91228 0.10
O -3.29032 17.42456 21.87480 -0.05
C -3.35443 18.45081 22.92253 0.02
H -3.77863 16.53295 19.64116 0.08
H -3.86976 15.27291 20.92680 0.10
H -2.99550 14.88605 19.45781 0.10
H -2.57217 18.25352 23.65477 0.10
H -4.33854 18.36886 23.35466 0.09
H -3.25119 19.43846 22.45853 0.08
C -9.26775 27.32119 14.60023 -0.04
O -9.03939 26.05176 15.18695 -0.04
C -10.00006 25.14370 14.84635 -0.59
O -10.98714 25.38593 14.11115 0.07
O -9.81904 23.99776 15.38938 0.03
C -8.55618 23.72434 16.03275 -0.01
H -8.52343 27.98147 15.02664 0.09
H -10.31928 27.55308 14.77601 0.10
H -9.08660 27.28484 13.53222 0.10
H -8.57055 22.67938 16.32263 0.09
H -8.37533 24.39856 16.86280 0.09
H -7.72374 23.85818 15.35252 0.10
C 1.55191 18.52350 19.75345 0.03
O 0.91129 19.85553 19.49734 -0.01
C 0.84316 20.16483 18.21095 -0.56
O 1.31267 19.55382 17.24544 0.09
O 0.22040 21.39883 18.12326 -0.05
C 0.24005 21.97722 16.80984 -0.01
H 0.97197 17.73229 19.29184 0.07
H 1.51837 18.38153 20.82279 0.09
H 2.51400 18.48713 19.24869 0.10
H 1.28704 22.15971 16.53963 0.11
H -0.29217 22.89862 16.93705 0.07
H -0.25516 21.26599 16.17754 0.09
C -3.36225 23.78587 17.60832 -0.01
O -2.80544 23.66628 18.89385 -0.01
C -1.70433 24.30006 19.09288 -0.64
O -1.18498 25.19307 18.40177 0.08
O -1.24641 23.90069 20.25450 0.00
C 0.01400 24.48136 20.69525 0.02
H -2.75586 23.18143 16.92655 0.10
H -3.35868 24.83389 17.33022 0.10
H -4.38615 23.47843 17.69925 0.07
H 0.26035 25.21905 19.95517 0.08
H 0.71391 23.66621 20.72501 0.09
H -0.21323 24.90967 21.66725 0.09
C -2.83449 20.16176 19.52984 0.01
O -4.11557 20.18891 18.83772 -0.01
C -4.21989 19.15984 17.98563 -0.56
O -3.34331 18.28450 17.77993 0.06
O -5.38583 19.11018 17.33724 -0.01
C -6.43808 20.09295 17.72163 0.03
H -2.78532 19.20538 20.01817 0.08
H -2.72893 20.94424 20.27198 0.07
H -2.02251 20.37691 18.82888 0.10
H -5.96113 21.05365 17.75559 0.08
H -6.85681 19.81092 18.68398 0.09
H -7.19952 19.92785 16.98838 0.06
C -1.95411 24.33040 25.03810 0.01
O -0.94713 23.60639 24.27596 0.02
C -1.36379 22.58693 23.58708 -0.57
O -2.55198 22.15277 23.50480 0.06
O -0.27356 22.05842 23.01193 0.01
C -0.48763 20.85645 22.34212 -0.05
H -1.94243 23.92624 26.03740 0.10
H -2.94088 24.20939 24.61151 0.08
H -1.66252 25.37155 24.98705 0.09
H 0.45756 20.55932 21.89890 0.09
H -1.21287 20.98818 21.53600 0.08
H -0.91087 20.12906 23.00553 0.08
C -5.25451 15.81852 15.32710 -0.01
O -6.01884 15.67555 16.52084 0.00
C -5.79538 14.60897 17.24618 -0.62
O -5.14606 13.61869 16.88645 0.09
O -6.45596 14.70335 18.37738 -0.02
C -6.54311 13.50530 19.14060 -0.02
H -4.86561 14.85353 14.98637 0.10
H -4.37522 16.43117 15.50237 0.09
H -5.96373 16.24097 14.62590 0.10
H -5.62518 13.32083 19.70691 0.10
H -6.59956 12.65712 18.47190 0.09
H -7.43722 13.69181 19.70686 0.09
C -4.92112 19.86168 13.99385 -0.06
O -6.18254 19.29064 13.79167 0.00
C -7.13671 20.20678 13.51252 -0.60
O -6.96411 21.44035 13.35642 0.07
O -8.22643 19.51938 13.44070 0.03
C -9.38710 20.36438 13.09905 0.02
H -4.63657 20.53636 13.20062 0.09
H -4.14735 19.11780 13.92221 0.08
H -4.92997 20.40982 14.94775 0.10
H -9.42261 20.56074 12.02418 0.11
H -9.34497 21.30159 13.63456 0.08
H -10.27845 19.82632 13.38735 0.09
C 0.44638 18.42293 14.31902 -0.03
O 0.09059 17.30749 13.46108 -0.04
C -0.94356 17.68011 12.67138 -0.55
O -1.59898 18.71918 12.65963 0.10
O -1.28824 16.70059 11.76709 -0.01
C -0.50540 15.48019 12.00657 -0.03
H 0.87887 19.22735 13.76678 0.09
H 1.16045 18.06216 15.04771 0.09
H -0.45884 18.87863 14.71560 0.09
H -0.75578 15.10280 12.98891 0.08
H 0.55618 15.70919 11.90493 0.10
H -0.88621 14.81103 11.26228 0.09
```

Values from the calculation:
Lowest unoccupied orbital energy (eV): 0.49
HOMO level (Eh): -0.390
Total charge: 0
Kohn-Sham gap (hartree): 0.4079

What is the HOMO level in the first record?
-0.379 Eh

Look up the HOMO level of the second one.
-0.390 Eh